Entry 1:
C5H13OPS | the ωB97M-V functional and the def2-TZVPD basis

Each line ends with the Löwdin charge.
Cartesian coordinates (Å):
C  3.0626  0.7474  -0.2424  -0.12
C  1.9804  -0.2261  0.1888  -0.36
C  0.5840  -0.0118  -0.4537  -0.50
P  -0.7047  -0.6300  0.6328  0.79
C  -0.9439  -2.3659  -0.0009  -0.30
S  -2.3462  0.3406  -0.5615  0.65
C  -2.4766  1.8434  0.5968  -0.32
O  -3.5286  -0.5460  -0.3307  -0.63
H  2.5386  1.7408  0.0587  0.11
H  3.8059  0.6376  0.4095  0.01
H  3.4071  0.6668  -1.2792  0.08
H  2.3234  -1.2876  0.0431  0.11
H  1.8315  -0.0318  1.2778  0.09
H  0.5776  1.1663  -0.7335  0.13
H  0.5111  -0.4650  -1.3888  0.04
H  -1.6867  -2.8197  0.5570  0.00
H  0.0766  -2.7883  -0.0742  0.05
H  -1.4415  -2.4016  -0.9400  0.02
H  -1.8933  2.7388  0.2148  0.05
H  -2.1523  1.4799  1.6301  0.03
H  -3.5253  2.2120  0.3955  0.05

Atomic forces in eV per Å
C -4.3 1.8 -1.3
C -0.3 -1.1 0.3
C 2.0 3.2 0.2
P -1.4 0.2 -0.1
C 1.6 1.8 -0.9
S 0.4 0.2 1.0
C 0.0 0.2 -0.7
O 0.0 0.4 0.0
H 1.4 -1.0 -1.2
H 3.5 -0.4 2.4
H -0.3 0.3 0.2
H -0.4 0.8 0.3
H 0.3 -0.5 -0.6
H -0.7 -2.5 1.0
H 0.0 -0.9 -1.7
H -0.7 -1.4 2.0
H -0.8 -0.4 0.3
H 0.1 0.4 -1.4
H 0.0 -1.4 0.5
H -1.0 1.0 -1.3
H 0.8 -0.8 1.0

## Properties
* energy relative to the best compared isomer or geometry (same formula, charge and spin): 50.53 kcal per mole
* electronic energy: -27565.1692 eV
* charge: 0
* Kohn-Sham gap: 0.335 Eh
* spin multiplicity: 1



Entry 2:
C21H31F9O8 | the ωB97M-V functional and the def2-TZVPD basis

Each line ends with the Löwdin charge.
Cartesian coordinates (Å):
C  1.3793  1.2544  -3.7993  -0.05
C  0.8358  1.4872  -2.3994  -0.28
O  0.1061  2.6910  -2.3175  -0.13
C  -0.7506  2.7178  -1.2079  -0.19
C  -0.4321  3.9284  -0.3304  -0.17
O  -1.0681  3.8341  0.9310  -0.09
C  -0.2063  3.8466  2.0225  -0.16
C  -0.3869  2.6216  2.9579  -0.21
C  1.0184  2.2958  3.4914  -0.06
C  1.5113  1.3435  2.3953  -0.07
C  2.8497  0.6995  2.7084  -0.43
F  3.2566  1.1370  3.8991  0.15
F  2.7498  -0.5962  2.8482  0.18
C  3.9554  0.9584  1.6405  -0.41
F  4.6185  -0.1597  1.4684  0.19
F  3.4559  1.2536  0.4718  0.19
C  5.0232  2.0086  2.0253  -0.43
F  5.7572  1.6025  3.0020  0.22
F  5.8276  2.0938  0.9921  0.19
C  4.4951  3.4426  2.3041  -0.67
F  3.4190  3.7215  1.6488  0.23
F  4.3447  3.6602  3.5530  0.24
F  5.4044  4.2805  1.9101  0.22
C  0.2508  0.4959  2.3217  -0.46
O  0.0921  -0.6315  2.3360  0.22
O  -0.7395  1.4110  2.2688  0.07
H  0.7678  0.5046  -4.2844  0.05
H  2.3810  0.8515  -3.7429  0.07
H  1.3419  2.1320  -4.4303  0.08
H  1.6599  1.5503  -1.6824  0.11
H  0.2239  0.6327  -2.1338  0.10
H  -0.6512  1.8274  -0.5911  0.12
H  -1.7855  2.8062  -1.5154  0.13
H  -0.8280  4.8081  -0.8313  0.13
H  0.6495  4.0650  -0.2887  0.12
H  0.8479  3.8680  1.7581  0.10
H  -0.3855  4.7083  2.6674  0.14
H  -1.1536  2.7680  3.7019  0.15
H  0.8285  1.7145  4.3894  0.14
H  1.6686  3.1219  3.7294  0.12
H  1.4615  1.9093  1.4730  0.15
C  -0.4233  -3.8625  0.9162  -0.06
C  -1.5914  -3.3361  1.7254  -0.23
O  -2.8065  -3.3598  0.9663  0.00
C  -3.6082  -4.4350  0.8707  -0.53
C  -3.1034  -5.7793  1.3462  0.01
O  -4.6830  -4.3225  0.3438  0.09
H  -0.5647  -4.9079  0.6363  0.07
H  0.5025  -3.7801  1.4856  0.08
H  -0.3178  -3.2945  -0.0106  0.07
H  -1.7129  -3.8628  2.6733  0.12
H  -1.4133  -2.2939  1.9706  0.09
H  -2.6545  -6.3080  0.5066  0.09
H  -3.9523  -6.3510  1.7136  0.09
H  -2.3875  -5.7202  2.1626  0.07
C  -2.3486  -3.4538  -2.9453  -0.06
C  -3.3334  -2.3063  -2.8960  -0.22
O  -2.6685  -1.0413  -2.7970  0.01
C  -2.2175  -0.3627  -3.8617  -0.52
C  -2.1313  -1.0626  -5.2002  0.01
O  -1.8247  0.7637  -3.7261  0.11
H  -1.7100  -3.3999  -3.8286  0.07
H  -2.8754  -4.4078  -2.9591  0.09
H  -1.6953  -3.4253  -2.0746  0.06
H  -4.0236  -2.3155  -3.7408  0.11
H  -3.9415  -2.3878  -1.9982  0.12
H  -1.1337  -1.4841  -5.3179  0.09
H  -2.3000  -0.3248  -5.9811  0.09
H  -2.8741  -1.8440  -5.3408  0.07

Atomic forces in eV per Å
C -0.3 -0.4 0.1
C 0.6 0.2 -0.1
O -0.3 0.0 -0.3
C 0.0 0.4 0.7
C -0.3 0.2 -0.9
O 0.4 0.1 0.0
C -0.6 -0.7 0.8
C 1.2 0.4 -1.0
C -1.0 -0.6 0.7
C -0.4 0.5 0.5
C -0.9 0.8 -1.0
F 1.0 0.8 1.2
F -0.4 -2.1 -0.1
C 0.3 0.2 1.7
F 1.2 -1.7 0.1
F -1.2 0.9 -1.7
C -1.7 0.6 -1.0
F 1.0 -0.9 2.6
F 0.9 0.2 -2.0
C 1.8 -0.9 -0.7
F -2.5 0.1 -1.1
F -1.1 0.0 3.1
F 1.8 1.5 -1.0
C 1.2 5.0 -0.1
O -0.8 -5.3 -0.3
O -1.2 0.0 0.0
H -0.2 -0.1 -0.3
H 0.4 0.1 -0.1
H 0.2 0.3 0.1
H 0.2 -0.1 0.2
H -0.3 -0.1 0.2
H 0.0 -0.3 0.0
H -0.3 -0.3 -0.3
H 0.0 0.3 -0.1
H 0.1 -0.1 0.4
H 0.1 0.2 -0.5
H 0.0 0.3 0.0
H -0.1 0.1 0.3
H 0.5 -0.1 0.4
H 0.0 0.4 -0.1
H 0.7 -0.1 -0.4
C -0.1 -0.2 -0.1
C 0.3 -0.1 0.0
O -0.3 0.2 0.0
C 0.1 -0.3 -0.1
C -0.1 0.1 0.5
O 0.1 0.1 0.0
H 0.0 0.0 0.1
H 0.0 0.0 0.0
H 0.0 0.1 0.1
H 0.0 -0.1 -0.1
H -0.2 0.0 -0.1
H 0.0 0.0 0.0
H -0.1 0.0 -0.2
H 0.1 0.0 -0.1
C 0.2 0.0 -0.1
C 0.0 -0.3 0.0
O -0.1 0.2 0.3
C 0.2 -0.2 -0.4
C -0.5 0.0 -0.2
O -0.1 0.0 0.2
H -0.1 0.0 0.0
H 0.0 0.0 0.0
H -0.1 0.0 0.1
H 0.1 0.0 0.0
H 0.0 0.1 0.1
H 0.0 0.0 0.0
H 0.2 0.1 0.1
H 0.1 -0.1 0.1

## Properties
* electronic energy: -63115.4817 eV
* charge: 0
* Kohn-Sham gap: 0.361 Eh
* spin multiplicity: 1



Entry 3:
C4H6N2 | the ωB97M-V functional and the def2-TZVPD basis

Each line ends with the Löwdin charge.
Cartesian coordinates (Å):
C  -0.4924  -1.2387  -0.0427  -0.08
N  -1.8151  -0.3303  0.2606  0.06
N  -1.4786  0.7914  -0.0493  -0.03
C  -0.1069  1.0022  -0.4615  -0.28
C  0.9161  0.7885  0.6181  -0.04
C  0.6969  -0.2305  -0.4377  -0.18
H  -0.7478  -1.9915  -0.6655  0.04
H  -0.1977  -1.8074  0.8854  0.11
H  -0.2325  1.7260  -1.1447  0.09
H  1.7662  1.3896  0.6534  0.09
H  0.3429  0.5531  1.5219  0.12
H  1.3489  -0.6524  -1.1381  0.11

Atomic forces in eV per Å
C 1.3 2.1 4.1
N 3.0 -2.0 -0.8
N -0.9 1.1 0.6
C -0.6 -0.9 1.1
C -2.2 -0.8 0.3
C -3.7 -2.1 1.1
H -0.8 -2.0 -2.7
H -0.5 0.8 -0.5
H 1.1 2.7 -2.5
H 1.2 0.8 0.1
H 0.9 0.2 0.2
H 1.1 0.2 -1.0

## Properties
* energy relative to the best compared isomer or geometry (same formula, charge and spin): 80.97 kcal per mole
* electronic energy: -7222.0799 eV
* charge: 0
* Kohn-Sham gap: 0.373 Eh
* spin multiplicity: 1